(1)
{
  "formula": "C11H25N2O4P2Pt",
  "method": "ωB97M-V with the def2-TZVPD basis set",
  "homo_ev": [-7.64, -10.57],
  "gap_ev": [3.8, 4.0],
  "s_squared": 6.038,
  "energy_ha": -1646.0642,
  "spin_multiplicity": 5,
  "charge": 1,
  "species": ["C", "C", "N", "C", "C", "C", "C", "P", "Pt", "P", "C", "O", "O", "H", "H", "H", "C", "C", "H", "H", "H", "H", "C", "C", "H", "H", "H", "H", "H", "H", "H", "H", "H", "H", "H", "H", "H", "H", "H", "H", "H", "H", "O", "N", "O"],
  "coordinates": [[1.43, 1.91, -3.80], [0.69, 1.42, -2.72], [1.34, 0.71, -1.76], [2.66, 0.44, -1.78], [3.38, 0.81, -2.92], [2.77, 1.57, -3.92], [-0.78, 1.57, -2.61], [-1.48, 1.30, -0.96], [0.20, -0.01, -0.13], [2.03, -1.17, 0.48], [3.26, -0.40, -0.68], [-1.39, -0.51, -3.88], [-0.01, -1.95, -2.50], [0.88, 2.52, -4.51], [4.41, 0.47, -2.94], [3.35, 1.87, -4.78], [-1.66, 2.82, -0.01], [-3.13, 0.58, -1.18], [3.86, -1.21, -1.13], [3.92, 0.22, -0.06], [-1.23, 0.44, -3.17], [-1.15, 2.51, -3.08], [2.67, -0.90, 2.14], [2.03, -2.93, 0.11], [-0.72, -1.45, -0.39], [-0.43, -2.81, -2.72], [-0.64, -1.29, -3.25], [-1.32, -0.16, -4.81], [0.44, 1.03, 1.11], [-0.24, -1.50, -1.47], [-2.37, 3.52, -0.48], [-2.04, 2.48, 0.97], [-0.67, 3.29, 0.12], [-3.86, 1.39, -1.37], [-3.13, -0.12, -2.04], [-3.39, 0.05, -0.25], [3.03, -3.36, 0.25], [1.33, -3.42, 0.80], [1.69, -3.10, -0.92], [3.55, -1.53, 2.32], [2.92, 0.16, 2.26], [1.87, -1.15, 2.85], [-0.36, -0.39, 3.48], [-1.52, -0.73, 3.15], [-2.02, -0.53, 2.03]],
  "lowdin_charge": [-0.037, -0.358, -0.086, -0.353, -0.040, -0.088, -0.320, 0.652, 0.875, 0.667, -0.251, -0.156, -0.078, 0.117, 0.118, 0.105, -0.258, -0.218, 0.101, 0.098, -0.015, 0.106, -0.245, -0.238, 0.037, 0.125, 0.030, 0.111, 0.011, -0.011, 0.064, 0.046, 0.054, 0.068, 0.051, 0.040, 0.066, 0.059, 0.042, 0.068, 0.064, 0.031, 0.032, -0.055, -0.028]
}

***

(2)
{
  "formula": "C11H25N4O",
  "method": "ωB97M-V with the def2-TZVPD basis set",
  "homo_ev": [-7.97, -9.29],
  "gap_ev": [8.8, 10.0],
  "s_squared": 0.754,
  "energy_ha": -728.3019,
  "spin_multiplicity": 2,
  "species": ["C", "C", "C", "C", "C", "C", "C", "N", "N", "N", "C", "C", "C", "C", "N", "O", "H", "H", "H", "H", "H", "H", "H", "H", "H", "H", "H", "H", "H", "H", "H", "H", "H", "H", "H", "H", "H", "H", "H", "H", "H"],
  "coordinates": [[2.77, -1.63, -0.51], [1.41, -1.09, 0.09], [0.85, -2.30, 0.92], [0.41, -0.88, -1.10], [-0.45, 0.44, -1.01], [-1.53, 0.40, 0.11], [-2.86, -0.38, -0.29], [-3.13, -1.33, 0.82], [-2.68, -1.16, -1.51], [-3.92, 0.64, -0.41], [0.57, 1.60, -0.77], [1.56, 1.38, 0.43], [1.08, 2.36, 1.57], [2.97, 1.93, 0.02], [1.60, 0.03, 1.00], [1.06, -0.09, 2.16], [3.53, -0.84, -0.64], [3.13, -2.41, 0.19], [2.53, -2.14, -1.46], [0.73, -3.13, 0.20], [1.52, -2.58, 1.75], [-0.18, -2.10, 1.29], [-0.22, -1.76, -1.29], [1.01, -0.74, -2.02], [-0.89, 0.63, -2.01], [-1.75, 1.44, 0.39], [-1.13, -0.11, 1.01], [-4.13, -1.54, 0.82], [-2.99, -0.81, 1.69], [-2.40, -2.09, -1.21], [-3.56, -1.24, -2.02], [-4.64, 0.47, 0.28], [-4.31, 0.67, -1.34], [0.02, 2.55, -0.70], [1.19, 1.69, -1.69], [1.74, 2.33, 2.45], [0.02, 2.19, 1.83], [1.15, 3.38, 1.13], [3.48, 1.30, -0.72], [2.86, 2.95, -0.38], [3.55, 2.01, 0.96]],
  "lowdin_charge": [-0.013, -0.443, -0.048, -0.097, -0.266, -0.091, -0.621, 0.060, 0.077, 0.075, -0.103, -0.454, -0.050, -0.032, -0.123, -0.028, 0.065, 0.078, 0.082, 0.090, 0.083, 0.071, 0.102, 0.114, 0.133, 0.107, 0.093, 0.070, 0.074, 0.073, 0.070, 0.062, 0.065, 0.122, 0.117, 0.083, 0.078, 0.086, 0.067, 0.086, 0.088]
}

***

(3)
{
  "formula": "C11H26AlIN2O3PS",
  "method": "ωB97M-V with the def2-TZVPD basis set",
  "homo_ev": -15.67,
  "gap_ev": 1.6,
  "energy_ha": -2048.4052,
  "charge": 3,
  "species": ["N", "P", "O", "C", "I", "O", "C", "O", "C", "C", "C", "S", "H", "H", "H", "H", "H", "H", "H", "H", "H", "H", "H", "C", "C", "N", "C", "C", "C", "C", "H", "H", "H", "H", "H", "H", "H", "H", "H", "H", "H", "H", "H", "H", "H", "Al"],
  "coordinates": [[-3.48, 1.03, -4.70], [-2.49, -0.21, -4.24], [-2.80, -0.48, -2.70], [-0.68, 0.34, -4.45], [-0.23, -0.33, -6.43], [0.19, -0.26, -3.54], [0.41, 0.23, -2.28], [0.26, -0.51, -1.36], [0.91, 1.66, -2.14], [-0.19, 2.76, -2.08], [0.10, 3.99, -2.98], [-0.91, 4.08, -4.47], [-3.19, 1.43, -5.60], [-3.51, 1.79, -4.02], [-2.84, 0.34, -2.17], [-0.60, 1.44, -4.49], [1.44, 1.66, -1.18], [1.62, 1.88, -2.95], [-0.23, 3.13, -1.05], [-1.18, 2.38, -2.32], [1.13, 3.96, -3.36], [0.02, 4.92, -2.42], [-2.11, 4.14, -3.87], [-0.10, -2.57, 1.18], [-0.35, -2.29, 2.67], [0.70, -2.69, 3.56], [0.33, -2.74, 4.95], [0.02, -1.37, 5.62], [2.03, -2.24, 3.26], [2.23, -0.70, 3.23], [0.11, -3.63, 1.05], [-0.99, -2.33, 0.61], [0.72, -1.99, 0.76], [-1.25, -2.83, 2.97], [-0.57, -1.21, 2.81], [1.12, -3.25, 5.52], [-0.56, -3.37, 5.04], [0.92, -0.81, 5.82], [-0.46, -1.58, 6.57], [-0.66, -0.77, 5.01], [2.32, -2.64, 2.28], [2.73, -2.69, 3.96], [1.42, -0.20, 2.70], [3.17, -0.50, 2.71], [2.31, -0.30, 4.23], [3.15, 3.32, -1.68]],
  "lowdin_charge": [-0.074, 0.880, -0.188, -0.916, 1.032, -0.095, -0.446, 0.174, -0.213, -0.229, -0.574, 0.811, 0.077, 0.068, 0.090, -0.007, 0.040, 0.056, 0.122, 0.087, 0.010, 0.087, -0.111, -0.042, -0.179, -0.009, -0.145, 0.001, -0.153, -0.013, 0.104, 0.089, 0.059, 0.150, 0.151, 0.148, 0.146, 0.078, 0.107, 0.086, 0.138, 0.147, 0.078, 0.094, 0.079, 1.203]
}